(1)
Here is a molecular structure, C14H18BN7O2V from OMol25. Energies are from ωB97M-V with the def2-TZVPD basis set.

XYZ file:
```
43
Properties=species:S:1:pos:R:3:forces:R:3:mulliken_spin:R:1
H -2.1602 -2.5115 -1.3007 0.027 0.176 0.134 -0.001
N -1.6663 -0.5294 -0.7613 -0.966 -0.234 -0.246 -0.017
B -1.5442 1.9135 -0.2356 1.399 0.462 -0.177 0.050
N -2.3386 0.6007 -0.4624 -0.176 -0.822 0.139 -0.005
C -3.6477 0.2953 -0.4154 0.854 -0.259 -0.328 0.000
V 1.2620 0.2486 -0.1539 3.598 -4.647 3.199 2.182
H -4.3820 1.0438 -0.1668 0.090 0.019 -0.066 0.000
C -3.7941 -1.0489 -0.7508 0.216 -0.020 0.102 0.002
H -4.7022 -1.6076 -0.7884 -0.294 -0.117 -0.109 0.000
C -2.5117 -1.5411 -0.9784 -0.245 0.493 0.234 -0.010
H -2.2883 2.8522 -0.2475 -0.057 -0.090 -0.037 0.000
C 3.0353 0.8608 0.3036 1.594 0.895 0.289 0.000
H 3.5825 0.0921 -0.2754 0.321 0.186 0.163 0.003
H 3.2294 0.7535 1.3767 0.284 -0.018 -0.180 0.008
H 3.3051 1.8631 -0.0461 0.187 -0.132 0.114 -0.009
N -0.4410 2.0425 -1.3198 -0.192 -1.778 0.733 0.162
N -0.8136 1.8243 1.1235 1.106 -0.867 0.689 0.045
N 0.6449 1.1033 -1.4705 -3.376 4.292 -4.853 -0.081
N 0.3264 1.0251 1.2663 -2.217 2.275 3.158 -0.120
C -0.2117 3.0784 -2.1176 0.640 1.006 -1.169 0.278
C -1.0969 2.3978 2.2988 0.400 -0.181 0.299 0.082
H -0.9041 3.8989 -2.0895 0.041 0.208 -0.203 0.033
H -1.9498 3.0582 2.3780 0.140 -0.069 0.076 0.008
C 0.9259 2.8484 -2.8882 -0.593 0.327 0.251 -0.129
C -0.1519 1.9911 3.2447 -0.275 -0.020 -0.306 -0.016
C 1.4211 1.6127 -2.5108 -0.361 -0.173 0.038 0.338
C 0.7225 1.1351 2.5777 -1.196 0.269 -1.482 0.094
H 1.3163 3.5085 -3.6358 0.117 0.080 -0.143 0.000
H -0.1043 2.2622 4.2810 -0.049 0.115 0.122 0.000
H 2.2894 1.0669 -2.8517 -0.133 0.063 0.043 0.019
H 1.5745 0.5710 2.9197 -0.068 0.102 -0.012 0.011
H -0.6392 -0.5557 -0.7557 -0.388 0.015 -0.449 0.029
O 0.4434 -2.4280 -2.0075 -0.072 -0.376 0.600 0.015
C 0.7429 -2.6900 -0.8519 0.278 0.607 0.891 -0.014
C 0.8316 -4.0599 -0.1805 -0.097 -0.294 -0.532 -0.002
C 1.2395 -3.7763 1.2491 0.210 -0.073 0.554 0.001
C 1.4346 -2.2650 1.3235 0.040 0.116 -0.412 0.030
O 1.8895 -1.6318 2.2665 -0.511 -0.561 -0.790 0.005
N 1.0492 -1.7135 0.0990 -0.274 -1.379 -0.169 0.009
H -0.1425 -4.5650 -0.2360 0.286 0.080 -0.207 0.001
H 1.5791 -4.6713 -0.7039 -0.340 0.103 -0.007 0.001
H 0.4699 -4.0789 1.9700 0.236 0.111 -0.049 0.001
H 2.1753 -4.2739 1.5237 -0.184 0.111 0.097 0.000
```
Forces are in eV/Å.

Its charge is 0. The value obtained for the highest occupied orbital energy (spin up / spin down) is -4.658 / -8.525 eV. The HOMO-LUMO gap (spin up / spin down) is 0.1901 / 0.3318 hartree. The electronic energy comes out at -2046.89675 Eh. The spin multiplicity is 4.

***

(2)
Here is a molecular structure, C14H18ClF2N2O4S2 from OMol25. Energies are from ωB97M-V with the def2-TZVPD basis set.

XYZ file:
```
43
Properties=species:S:1:pos:R:3:forces:R:3:mulliken_charge:R:1
Cl -5.8388 -14.0826 2.5879 0.331 0.408 0.374 -0.086
C -4.9465 -13.2379 3.8752 -0.107 -0.192 0.074 -0.537
N -4.2029 -12.0077 3.3917 -0.471 -0.619 -0.053 -0.129
C -3.1493 -12.4030 2.3577 -0.564 -1.230 -0.085 -0.537
C -2.4026 -11.1750 1.9541 0.243 1.772 0.495 -0.536
N -2.9466 -10.0820 2.7582 -3.162 -3.252 1.153 0.062
F -1.9917 -8.7830 2.2945 4.841 6.601 -2.201 -0.669
C -2.7559 -10.2053 4.2045 0.298 0.960 -1.511 -0.521
C -3.5136 -11.4360 4.6030 -0.222 -0.722 1.105 -0.597
C -4.3534 -9.7477 2.4395 2.138 0.680 0.205 -0.610
C -5.1554 -10.9404 2.8406 -1.069 -1.141 0.091 -0.444
H -5.6662 -12.9307 4.6550 0.424 -0.091 -0.454 0.397
H -4.1956 -13.9346 4.2904 -0.422 0.423 -0.229 0.392
H -2.4780 -13.1185 2.8486 -0.417 -0.077 -0.095 0.381
H -3.6714 -12.8741 1.5102 0.152 0.016 0.514 0.400
H -1.3259 -11.2117 2.1731 -0.301 -0.203 -0.133 0.346
H -2.5185 -10.8779 0.9068 0.002 -0.266 0.116 0.469
H -1.6784 -10.2330 4.4024 -0.231 -0.152 0.092 0.390
H -3.1582 -9.2787 4.6387 0.163 -0.382 0.085 0.422
H -4.2979 -11.1946 5.3338 0.223 -0.360 -0.102 0.400
H -2.8338 -12.2060 4.9915 -0.410 0.047 0.006 0.387
H -4.5806 -8.8469 3.0288 -0.157 -0.298 -0.254 0.423
H -4.4080 -9.4809 1.3816 -0.111 -0.191 0.080 0.399
H -5.7027 -11.3854 1.9956 0.126 0.019 0.487 0.379
H -5.8412 -10.6888 3.6587 -0.017 -0.363 -0.218 0.380
F -2.3287 -6.5385 1.9121 0.452 0.018 -0.082 -0.267
C -1.2305 -7.3113 1.8536 -2.527 -1.442 0.704 0.487
S -0.0144 -6.7708 2.9878 2.071 0.589 1.344 1.242
O -0.3979 -5.4327 3.3417 0.168 -0.553 0.186 -0.627
O 0.2379 -7.7975 3.9683 -0.418 0.331 -0.176 -0.626
C 1.4371 -6.7011 1.9081 -0.509 0.354 -0.243 0.279
C 1.1699 -6.9849 0.5786 -0.432 0.466 0.244 0.308
C 2.1427 -6.7897 -0.4020 0.638 -0.025 -0.056 -0.619
C 3.4419 -6.3858 -0.0306 -1.123 -0.102 1.911 -0.592
C 3.7180 -6.0915 1.3454 -1.730 -0.757 -1.150 -0.577
C 2.6850 -6.2133 2.2976 0.594 -0.060 -0.200 -0.649
S -0.5714 -7.3498 0.2337 1.544 -0.571 -1.988 1.185
O -0.6261 -8.6964 -0.2867 -0.323 0.576 0.226 -0.620
O -1.1578 -6.2322 -0.4396 -0.026 -0.302 -0.188 -0.626
H 1.9022 -6.9422 -1.4506 0.029 -0.071 0.163 0.441
H 4.2278 -6.2957 -0.7531 0.117 0.087 -0.332 0.430
H 4.7054 -5.7857 1.6275 0.222 0.198 0.200 0.428
H 2.8617 -5.9221 3.3290 -0.025 -0.128 -0.107 0.442
```
Forces are in eV/Å.

Its charge is +1. The value obtained for the highest occupied orbital energy is -11.076 eV. The HOMO-LUMO gap is 0.3010 hartree. The value obtained for the energy above the lowest of the compared OMol25 structures with the same formula, charge and spin is 292.13 kJ/mol. The electronic energy comes out at -2410.55951 Eh.

***

(3)
Here is C14H18ClN3O2S in the gas phase from OMol25. Energies are from ωB97M-V with the def2-TZVPD basis set.

XYZ file:
```
39
Properties=species:S:1:pos:R:3:forces:R:3:mulliken_charge:R:1
O -1.4065 1.7767 -0.4473 -0.036 0.077 -0.151 -0.734
C -0.3559 2.1280 0.0613 -0.081 -0.085 0.029 0.741
N 0.2362 1.4557 1.0940 0.027 0.175 -0.065 -0.133
C -0.2065 0.3000 1.7308 -0.180 -0.193 0.207 0.146
S 0.7987 -0.3642 2.8596 0.402 -0.121 0.369 -0.442
N -1.3995 -0.1724 1.3806 0.088 0.515 -0.437 0.019
C -1.9480 -1.4132 1.8546 -0.179 -0.603 0.018 -0.959
C -2.1639 -2.4352 0.7154 0.030 0.213 0.269 -1.015
N -0.9980 -2.9683 0.0609 0.040 0.062 -0.035 0.053
C -0.0426 -3.6465 0.9169 0.265 -0.188 -0.231 -0.308
C 0.8945 -4.4632 0.0235 -0.166 -0.127 0.359 -0.786
O 1.5551 -3.6475 -0.9164 0.167 0.049 0.035 -0.394
C 0.6276 -2.9498 -1.7125 -0.217 0.359 -0.110 -0.835
C -0.2951 -2.0852 -0.8496 0.272 -0.246 -0.266 -0.189
C 0.3952 3.3212 -0.4133 0.113 0.399 -0.208 0.550
C 1.1999 4.0935 0.4209 -0.108 -0.144 -0.075 -0.615
C 1.8510 5.2034 -0.0877 0.041 0.021 -0.016 -0.625
C 1.7175 5.5519 -1.4208 -0.062 -0.047 -0.031 -0.474
C 0.9050 4.7863 -2.2448 0.020 -0.097 0.286 0.325
Cl 0.7207 5.2194 -3.9045 -0.016 0.048 -0.187 -0.212
C 0.2372 3.6808 -1.7489 0.004 -0.039 0.077 -0.714
H 1.1443 1.7631 1.4193 -0.177 -0.162 -0.071 0.279
H -1.8796 0.3185 0.6269 0.160 -0.019 0.148 0.337
H -2.9175 -1.2163 2.3238 0.068 -0.035 0.040 0.326
H -1.2683 -1.8168 2.6077 -0.160 0.073 -0.049 0.484
H -2.7919 -1.9769 -0.0544 -0.092 -0.062 0.021 0.480
H -2.7114 -3.2811 1.1430 -0.105 0.092 -0.003 0.377
H -0.5779 -4.3149 1.5938 0.018 -0.038 0.053 0.455
H 0.5607 -2.9391 1.5099 -0.090 -0.067 0.019 0.102
H 1.6767 -4.9400 0.6161 -0.076 -0.023 -0.007 0.363
H 0.3081 -5.2328 -0.5015 0.051 0.031 0.065 0.368
H 1.2132 -2.3328 -2.3963 -0.068 -0.023 -0.004 0.360
H 0.0172 -3.6618 -2.2884 0.033 0.077 0.015 0.387
H -1.0148 -1.5622 -1.4820 0.001 0.038 -0.021 0.488
H 0.3278 -1.3453 -0.3215 -0.031 0.007 -0.064 0.051
H 1.2966 3.8600 1.4709 0.014 -0.029 0.099 0.429
H 2.4691 5.8057 0.5602 0.044 0.056 0.050 0.397
H 2.2302 6.4132 -1.8187 0.036 0.074 -0.059 0.428
H -0.4052 3.0881 -2.3814 -0.050 -0.018 -0.071 0.492
```
Forces are in eV/Å.

Its charge is 0. The value obtained for the highest occupied orbital energy is -8.393 eV. The HOMO-LUMO gap is 0.3018 hartree. The value obtained for the energy above the lowest of the compared OMol25 structures with the same formula, charge and spin is 0.00 kJ/mol. Its structure (SMILES) is O=C(NC(=S)NCCN1CCOCC1)c1cccc(Cl)c1. The electronic energy comes out at -1717.43548 Eh.